Record 1
Density functional theory data (wB97M-V/def2-TZVPD) for 2 unconnected molecules or ions with the total composition C4H6BrFN3O2 in a non-equilibrium geometry.

Last column: natural (NBO) charge in e.
CARTESIAN COORDINATES (ANGSTROEM)
1 C -1.051 -0.718 -0.052  0.06
2 C -0.333 -1.096 0.979  0.20
3 C -3.189 -0.327 2.431  0.79
4 C 1.289 0.556 0.662  -0.42
5 N -3.216 0.083 1.380  -0.51
6 N -1.713 -0.698 -1.113  0.33
7 N 0.717 -0.470 1.506  -0.55
8 O -1.420 -1.272 -2.335  -0.48
9 O -2.915 -0.112 -1.260  -0.52
10 F -3.338 -0.690 3.614  -0.20
11 Br -1.070 -2.460 2.153  0.14
12 H 0.678 0.849 -0.119  0.22
13 H 1.558 1.476 1.345  0.24
14 H 2.190 0.226 0.177  0.23
15 H -3.245 0.150 -0.211  0.52
16 H -1.941 -0.955 -3.041  0.52
17 H 0.979 -0.834 2.348  0.43

Properties
E_LUMO	-4.6	eV
orbital gap	9.03	eV
ΔE to the lowest compared entry with this formula, charge and spin	1.262	eV
highest occupied orbital energy	-13.652	eV
maximum force	0.0960	Eh/bohr
spin multiplicity	1
total charge	+1

***

Record 2
Density functional theory data (wB97M-V/def2-TZVPD) for 2 unconnected molecules or ions with the total composition C2H3Cl2NO3 in a non-equilibrium geometry.

Last column: natural (NBO) charge in e.
CARTESIAN COORDINATES (ANGSTROEM)
1 C -1.369 1.452 -0.161  -0.74
2 C -0.026 0.854 0.313  0.61
3 N 1.637 -2.018 -0.252  0.58
4 O 1.551 -2.131 0.922  -0.27
5 O 2.521 -1.858 -0.981  -0.25
6 O 1.071 0.866 -0.153  -0.50
7 Cl -0.090 0.314 2.085  -0.14
8 Cl 0.074 -2.346 -1.198  -0.06
9 H -2.190 0.914 0.230  0.25
10 H -1.612 1.579 -1.213  0.25
11 H -1.566 2.374 0.409  0.26

Properties
E_LUMO	-0.7	eV
orbital gap	10.30	eV
ΔE to the lowest compared entry with this formula, charge and spin	0.012	eV
highest occupied orbital energy	-10.977	eV
maximum force	0.0446	Eh/bohr
spin multiplicity	1

***

Record 3
Density functional theory data (wB97M-V/def2-TZVPD) for a molecular structure, C59H48FN7OPRu in a non-equilibrium geometry.

Last column: Mulliken spin population.
CARTESIAN COORDINATES (ANGSTROEM)
1 Ru -0.272 -0.449 0.101  3.00
2 C 3.733 1.131 -3.435  0.00
3 N 2.984 0.190 -2.648  0.00
4 C 2.017 0.550 -1.782  -0.01
5 N 1.585 -0.492 -1.126  0.02
6 C 2.333 -1.622 -1.554  -0.05
7 C 3.227 -1.155 -2.472  -0.01
8 C 4.136 -1.961 -3.247  0.00
9 C 5.349 -2.354 -2.800  0.00
10 C 6.200 -3.320 -3.459  0.00
11 C 5.678 -3.953 -4.571  0.00
12 C 4.428 -3.552 -5.071  0.00
13 C 3.713 -2.546 -4.461  0.00
14 C 2.292 -2.939 -0.865  0.04
15 C 2.421 -4.073 -1.467  0.01
16 C 2.793 -5.329 -0.853  0.00
17 C 2.906 -5.423 0.485  0.00
18 C 2.746 -4.248 1.325  0.00
19 C 2.503 -2.906 0.679  0.02
20 P 1.438 2.254 -1.565  -0.01
21 C 1.216 2.350 0.209  0.02
22 N 0.214 1.747 0.870  0.04
23 C 0.292 2.171 2.131  0.00
24 C 1.337 3.078 2.294  -0.01
25 N 1.877 3.191 1.031  0.01
26 C 2.977 4.100 0.638  0.00
27 C 1.723 3.918 3.358  0.00
28 C 2.824 3.596 4.105  0.00
29 C 3.152 4.392 5.135  0.00
30 C 2.337 5.481 5.481  0.00
31 C 1.132 5.756 4.820  0.00
32 C 0.869 4.962 3.717  0.00
33 C -0.707 1.798 3.155  0.01
34 C -0.338 1.507 4.520  0.00
35 C -1.277 1.150 5.446  0.00
36 C -2.592 0.976 4.982  0.00
37 C -2.982 1.265 3.705  0.00
38 C -2.009 1.691 2.790  0.01
39 C -0.311 1.982 -1.949  -0.01
40 N -1.076 1.023 -1.591  0.04
41 C -2.319 1.296 -2.153  0.01
42 C -2.314 2.557 -2.734  0.00
43 N -1.023 3.030 -2.612  0.00
44 C -0.509 4.213 -3.223  0.00
45 C -3.455 3.443 -3.159  0.00
46 C -3.636 3.736 -4.504  0.00
47 C -4.780 4.457 -4.931  0.00
48 C -5.687 4.834 -3.948  0.00
49 C -5.561 4.397 -2.612  0.00
50 C -4.412 3.773 -2.180  0.00
51 C -3.519 0.403 -1.951  -0.04
52 C -4.544 0.257 -2.915  0.00
53 C -5.662 -0.520 -2.557  0.00
54 C -5.806 -1.057 -1.313  0.00
55 C -4.741 -0.960 -0.396  0.03
56 C -3.616 -0.260 -0.700  0.00
57 H 3.410 2.220 -3.261  0.00
58 H 3.644 0.886 -4.543  0.00
59 H 4.783 1.065 -3.272  0.00
60 H 5.744 -1.919 -1.872  0.00
61 H 7.200 -3.468 -3.038  0.00
62 H 6.306 -4.684 -5.143  0.00
63 H 3.961 -4.044 -5.928  0.00
64 H 2.749 -2.316 -4.782  0.00
65 H 2.345 -4.201 -2.524  0.00
66 H 2.961 -6.191 -1.518  0.00
67 H 3.280 -6.320 0.926  0.00
68 H 3.579 -4.181 2.093  0.00
69 H 3.254 -2.253 0.917  0.00
70 H 3.052 4.085 -0.479  0.00
71 H 3.908 3.832 1.037  0.00
72 H 2.793 5.160 0.894  0.00
73 H 3.427 2.738 3.927  0.00
74 H 4.031 4.104 5.727  0.00
75 H 2.664 6.131 6.289  0.00
76 H 0.490 6.592 5.115  0.00
77 H -0.051 5.116 3.119  0.00
78 H 0.698 1.674 4.774  0.00
79 H -0.976 0.840 6.429  0.00
80 H -3.329 0.781 5.725  0.00
81 H -4.058 1.250 3.460  0.00
82 H -2.254 1.856 1.710  0.00
83 H -1.101 4.444 -4.100  0.00
84 H 0.519 4.149 -3.568  0.00
85 H -0.745 5.104 -2.624  0.00
86 H -2.965 3.374 -5.204  0.00
87 H -4.935 4.567 -6.012  0.00
88 H -6.530 5.294 -4.339  0.00
89 H -6.283 4.641 -1.799  0.00
90 H -4.194 3.405 -1.223  0.00
91 H -4.581 0.681 -3.883  0.00
92 H -6.441 -0.536 -3.355  0.00
93 H -6.713 -1.589 -1.046  0.00
94 H -4.896 -1.359 0.582  0.00
95 H -2.839 -0.185 0.048  0.03
96 O -0.664 -1.287 1.985  0.09
97 N -2.965 -2.720 2.412  0.54
98 C -2.483 -3.449 1.232  -0.11
99 C -2.073 -4.952 1.468  0.03
100 C -1.167 -4.995 2.794  0.05
101 C -1.394 -3.990 3.860  0.49
102 C -2.364 -2.990 3.596  -0.09
103 H -3.386 -3.358 0.507  0.00
104 H -2.690 -5.815 1.292  0.00
105 H -1.226 -6.001 3.212  0.03
106 H -0.847 -3.895 4.868  -0.02
107 H -2.696 -2.298 4.386  0.00
108 F 0.591 -6.355 1.827  0.00
109 C 0.138 -5.031 1.874  0.01
110 C 1.342 -4.110 2.182  0.01
111 C 1.293 -2.668 1.627  0.04
112 C -0.141 -2.178 1.206  -0.22
113 C -1.102 -3.215 0.568  0.01
114 C -0.733 -4.671 0.657  0.00
115 H 1.459 -4.077 3.240  0.01
116 H 1.587 -2.037 2.408  -0.02
117 H -1.195 -2.931 -0.490  0.00
118 H -0.474 -5.257 -0.147  0.00

Properties
E_LUMO (alpha / beta)	-1.9 / -2.5	eV
orbital gap (alpha / beta)	7.89 / 7.54	eV
ΔE to the lowest compared entry with this formula, charge and spin	0.632	eV
highest occupied orbital energy (alpha / beta)	-9.803 / -10.058	eV
maximum force	0.0771	Eh/bohr
spin multiplicity	5
total charge	+1